1.
Density functional theory data (wB97M-V/def2-TZVPD) for a molecular structure, C27H38N6OPtS.

Geometry (Å):
Pt -0.172 -0.889 -0.319
C 2.438 2.663 3.577
C 2.565 1.168 3.832
N 1.364 0.437 3.456
C 1.062 0.112 2.187
S -0.443 -0.768 1.949
N 1.883 0.519 1.244
N 1.456 0.165 -0.001
C 2.104 0.582 -1.038
C 3.293 1.473 -0.934
C 1.539 0.145 -2.326
C 2.068 0.472 -3.565
C 1.435 0.017 -4.712
C 0.290 -0.754 -4.605
C -0.189 -1.055 -3.340
N 0.427 -0.620 -2.248
H 3.363 3.174 3.846
H 1.627 3.086 4.171
H 2.231 2.849 2.523
H 2.736 0.976 4.891
H 3.411 0.759 3.277
H 0.804 0.006 4.171
H 3.192 2.097 -0.049
H 3.382 2.109 -1.812
H 4.213 0.893 -0.831
H 2.962 1.073 -3.631
H 1.836 0.267 -5.685
H -0.228 -1.121 -5.478
H -1.078 -1.647 -3.158
C -4.183 0.548 -1.646
C -3.425 0.328 -0.335
C -3.742 1.434 0.669
C -3.696 -1.062 0.207
C -4.830 -1.310 0.975
C -5.128 -2.581 1.437
C -4.278 -3.628 1.119
C -3.137 -3.433 0.349
C -2.269 -4.631 0.012
C -2.232 -4.918 -1.491
C -0.856 -4.534 0.588
C -2.842 -2.135 -0.110
O -1.769 -1.959 -0.909
H -3.941 1.523 -2.076
H -5.262 0.505 -1.478
H -3.926 -0.225 -2.373
H -2.360 0.395 -0.566
H -4.809 1.485 0.895
H -3.442 2.406 0.268
H -3.211 1.267 1.610
H -5.500 -0.493 1.214
H -6.014 -2.754 2.034
H -4.503 -4.629 1.471
H -2.753 -5.488 0.492
H -1.730 -4.107 -2.019
H -3.242 -5.016 -1.894
H -1.694 -5.849 -1.687
H -0.301 -3.718 0.127
H -0.311 -5.464 0.405
H -0.881 -4.358 1.665
C -1.635 3.983 2.449
C -1.119 3.752 1.070
C -0.900 4.603 0.008
C -0.407 3.781 -1.030
N -0.332 2.519 -0.636
N -0.750 2.531 0.640
C 0.013 4.172 -2.410
H -2.204 4.910 2.489
H -0.818 4.056 3.170
H -2.290 3.168 2.762
H -1.079 5.665 -0.017
H -0.877 1.643 1.111
H -0.488 5.088 -2.723
H -0.235 3.381 -3.117
H 1.089 4.348 -2.462

Properties
energy above the lowest of the compared OMol25 structures with the same formula, charge and spin = 0.0 kJ/mol
frontier orbital gap = 6.59 eV
DFT total energy = -1972.992955 a.u.
HOMO energy = -7.27 eV

Mulliken population analysis, charges in e, atoms 1 to 6: 1.575 -0.930 -0.485 -0.160 0.564 -0.806

2.
Density functional theory data (wB97M-V/def2-TZVPD) for CH2N4 in the gas phase.

Geometry (Å):
N -1.113 -0.420 -2.833
C -0.897 -0.138 -1.743
N -0.428 0.489 -0.642
N 0.015 -0.557 0.403
N 0.565 0.009 1.440
H 0.842 0.965 1.141
H 1.017 -0.349 2.233

Properties
energy above the lowest of the compared OMol25 structures with the same formula, charge and spin = 415.4 kJ/mol
frontier orbital gap (spin up / spin down) = 8.47 / 8.47 eV
DFT total energy = -258.187510 a.u.
HOMO energy (spin up / spin down) = -9.64 / -9.64 eV
SMILES string = N#C/N=N/N

natural (NBO) population analysis, charges in e, atoms 1 to 6: -0.343 0.351 -0.410 0.111 -0.510 0.386

3.
Density functional theory data (wB97M-V/def2-TZVPD) for a molecular structure, C3H3N3.

Geometry (Å):
C -0.125 -0.106 -0.109
C 0.821 -1.204 0.400
C -0.089 1.274 0.316
N 0.599 -2.366 -0.085
N -0.276 -2.028 -0.951
N -0.738 -0.773 -1.008
H 0.166 1.457 1.412
H 0.605 1.917 -0.201
H -0.963 1.829 0.226

Properties
energy above the lowest of the compared OMol25 structures with the same formula, charge and spin = 161.5 kJ/mol
frontier orbital gap (spin up / spin down) = 10.90 / 7.68 eV
DFT total energy = -280.160169 a.u.
multiplicity = 3
HOMO energy (spin up / spin down) = -10.08 / -10.15 eV

natural (NBO) population analysis, charges in e, atoms 1 to 6: 0.170 0.347 -0.690 -0.348 0.060 -0.293

4.
Density functional theory data (wB97M-V/def2-TZVPD) for a molecular structure, C27H22InN5O9.

Geometry (Å):
In -1.590 0.806 1.199
O -3.019 -1.325 -2.431
C -2.672 -0.805 -1.215
O -1.941 0.223 -1.118
C -3.149 -1.576 -0.091
C -3.915 -2.707 -0.166
C -4.143 -3.372 1.027
C -3.774 -2.884 2.265
C -3.068 -1.705 2.281
N -2.688 -1.158 1.099
C -2.611 -0.981 3.498
O -2.711 -1.527 4.696
O -2.196 0.212 3.423
H -2.673 -0.727 -3.135
H -4.286 -3.105 -1.116
H -4.663 -4.324 1.025
H -4.057 -3.375 3.199
H -2.990 -2.478 4.633
O -3.615 1.827 1.119
C -2.962 2.949 1.178
O -1.672 2.990 1.232
C -3.755 4.213 1.211
C -3.079 5.463 1.408
C -3.876 6.631 1.491
C -5.248 6.518 1.313
C -5.900 5.266 1.085
C -5.156 4.106 1.120
N -6.074 7.760 1.249
O -5.477 8.780 1.395
O -7.267 7.534 1.101
H -1.978 5.456 1.475
H -3.476 7.602 1.639
H -6.971 5.258 0.978
H -5.621 3.135 0.977
C 8.082 -4.950 -2.622
C 6.896 -4.034 -2.683
C 6.604 -3.341 -3.873
C 5.457 -2.574 -3.971
C 4.573 -2.408 -2.904
N 3.349 -1.720 -3.142
C 2.518 -1.085 -2.228
O 1.355 -0.836 -2.550
N 3.201 -0.694 -1.085
C 2.577 -0.075 0.021
C 3.307 0.333 1.158
C 2.628 0.775 2.293
C 1.246 0.847 2.287
N 0.536 0.576 1.139
C 1.179 0.209 0.008
C 4.837 -3.098 -1.695
C 6.007 -3.873 -1.601
H 8.855 -4.619 -3.335
H 7.769 -5.957 -2.929
H 8.531 -4.998 -1.599
H 7.299 -3.369 -4.708
H 5.222 -2.056 -4.900
H 2.911 -1.820 -4.072
H 4.202 -0.789 -1.095
H 4.384 0.318 1.152
H 3.131 1.014 3.233
H 0.697 1.114 3.170
H 0.668 -0.035 -0.921
H 4.056 -3.146 -0.920
H 6.200 -4.386 -0.670

Properties
frontier orbital gap = 4.62 eV
DFT total energy = -2182.676376 a.u.
HOMO energy = -12.49 eV
total charge = +2

natural (NBO) population analysis, charges in e, atoms 1 to 6: 1.962 -0.610 0.799 -0.596 0.086 -0.126